Entry from OMol25: a structure of composition C44H48AuBF10N3O2P2 at a distorted geometry (ωB97M-V/def2-TZVPD).

Properties
* frontier orbital gap: 6.436 eV
* highest occupied orbital energy: -9.78 eV
* max |F|: 0.028 hartree/bohr
* energy above the lowest of the compared OMol25 structures with the same formula, charge and spin: 0.000 eV
* lowest unoccupied orbital energy: -3.35 eV

Structure (ORCA input):
```
! RIJCOSX wB97M-V def2-TZVPD def2/J DEFGRID3
* xyz 1 1
Au -0.14206 1.01437 -0.04132
C 3.81434 3.44011 -1.87321
N 2.95142 2.31980 -2.21374
C 1.74178 2.67837 -2.91976
C 2.93880 1.20926 -1.42939
N 1.82238 0.69574 -0.94929
N 4.14789 0.61696 -1.26182
C 4.36850 -0.41456 -0.26936
C 5.21347 0.76693 -2.23778
H 3.25152 4.20666 -1.32811
H 4.23072 3.88595 -2.77626
H 4.63226 3.10773 -1.24146
H 2.00181 3.35416 -3.73484
H 1.02047 3.17465 -2.27710
H 1.27981 1.78590 -3.33535
H 1.99485 -0.28339 -0.72647
H 4.22547 -1.42037 -0.68032
H 3.70113 -0.27176 0.57194
H 5.39260 -0.33685 0.09678
H 4.83871 1.27784 -3.12070
H 5.56810 -0.22315 -2.52584
H 6.05494 1.32643 -1.82425
F -6.08562 -0.15105 0.08850
C -4.78261 0.16994 0.11509
C -4.26159 0.77283 1.24620
C -2.91177 1.08841 1.27083
C -2.09767 0.79107 0.18081
C -2.65141 0.19237 -0.93899
C -4.00265 -0.11623 -0.98526
H -4.90860 0.98072 2.08503
H -2.52328 1.56139 2.15936
H -2.03575 -0.05065 -1.79750
H -4.44760 -0.58846 -1.84838
C -1.59592 5.04268 -2.95498
C -1.62232 3.66503 -2.30489
P -0.93330 3.53577 -0.58844
C -2.37554 4.19302 0.34426
C -2.13749 4.63375 1.77908
C 0.33104 4.85512 -0.43017
C 1.31131 4.56675 0.70257
H -2.13878 5.03570 -3.89759
H -0.57782 5.36753 -3.16946
H -2.05548 5.80132 -2.32324
H -1.12611 2.92903 -2.94197
H -2.65557 3.31253 -2.20013
H -3.14908 3.42275 0.29877
H -2.73891 5.03852 -0.24999
H -1.85227 3.80271 2.41452
H -3.04498 5.07831 2.18546
H -1.35088 5.38295 1.84443
H -0.18318 5.81181 -0.29621
H 0.87019 4.94084 -1.37586
H 0.82158 4.52642 1.67258
H 2.08386 5.33153 0.74212
H 1.79726 3.59852 0.55528
O -0.17877 -0.27169 2.79288
B -0.05498 0.90908 2.07045
O -0.09092 2.02042 2.89393
C -0.24556 1.51178 4.17038
C -0.33168 2.20052 5.35863
C -0.47987 1.42382 6.50456
C -0.53008 0.03554 6.44350
C -0.43789 -0.64887 5.23451
C -0.29710 0.12887 4.10785
H -0.28550 3.27674 5.39967
H -0.55362 1.91102 7.46452
H -0.64144 -0.52613 7.35819
H -0.47051 -1.72535 5.18130
F -6.56648 -3.43905 -0.98631
C -5.84796 -4.01328 -0.00948
F -6.44702 -3.71804 1.14343
F -5.95647 -5.33442 -0.18355
C -4.41370 -3.56063 -0.05245
C -3.84579 -2.88190 1.01703
C -2.53805 -2.44551 0.93338
C -1.78864 -2.69221 -0.21637
C -2.35874 -3.39182 -1.27932
C -3.67077 -3.82523 -1.19602
P -0.14816 -1.93982 -0.29674
C 0.54342 -2.51275 -1.88762
C 0.38073 -1.68444 -2.99577
C 0.85981 -2.05552 -4.23915
C 1.53281 -3.26008 -4.37804
C 1.72268 -4.09170 -3.28245
C 1.22483 -3.71930 -2.04467
C 2.11514 -3.64521 -5.71269
F 3.39919 -3.26280 -5.80883
F 1.47146 -3.07482 -6.73237
F 2.09040 -4.96227 -5.91609
C 0.79517 -2.81329 0.96788
C 0.60407 -4.15392 1.29739
C 1.37307 -4.74064 2.28879
C 2.32147 -3.97973 2.96458
C 2.50002 -2.63916 2.66076
C 1.72855 -2.06223 1.66984
C 3.18170 -4.62738 4.01699
F 2.54511 -5.61363 4.65198
F 4.28945 -5.15874 3.48408
F 3.58336 -3.75428 4.94321
H -4.42971 -2.67955 1.90218
H -2.10477 -1.88861 1.75517
H -1.78929 -3.58810 -2.17772
H -4.11818 -4.36308 -2.02027
H -0.10927 -0.72732 -2.87881
H 0.71867 -1.41093 -5.09432
H 2.24820 -5.02838 -3.39700
H 1.37612 -4.37233 -1.19437
H -0.14985 -4.73998 0.78779
H 1.22858 -5.77949 2.54420
H 3.21378 -2.04757 3.21658
H 1.81507 -1.00033 1.47063
*
```